(1)
Computed, not measured: the ion C11H20N3 with charge +1 in a non-equilibrium geometry, with ωB97M-V with the def2-TZVPD basis set.

Results
Net charge: +1
Orbital gap, eV: 8.8
SMILES: [H]/N=C/[C@H](N)/[NH+]=C(C)\C=C/C(C)(C)C=C
HOMO, eV: -12.8908

Last column: Mulliken charge in e.
Atoms and positions in Å:
C: 1.28925 1.32610 0.00975  -0.995
C: -0.01148 1.15879 -0.19730  -0.756
C: -4.11937 -0.20098 0.60949  -0.385
C: -2.86063 0.57092 0.50635  -0.143
C: 1.87613 -1.21495 0.37600  -0.898
C: 2.28807 0.22638 0.08217  2.265
C: -0.72878 -0.06466 -0.73033  0.406
C: 1.06942 -1.60230 1.37081  -0.838
C: 3.21596 0.14435 -1.10407  -1.531
C: 3.25693 0.61945 1.13157  -1.709
C: -0.14268 -1.09404 -1.63056  -0.664
N: -4.22907 -1.24652 -0.12864  -0.527
N: -2.96877 1.95657 -0.05851  -0.593
N: -2.00681 -0.21833 -0.41038  -0.126
H: 1.66442 2.38226 0.07088  0.375
H: -0.65935 1.93986 -0.08324  0.920
H: -4.72145 -0.00902 1.40661  0.491
H: 2.34181 -2.01282 -0.14789  0.542
H: -2.47323 0.60719 1.43735  0.397
H: 0.53744 -0.72879 1.83818  0.205
H: 0.92461 -2.68278 1.61238  0.337
H: 2.59920 0.03672 -2.08343  0.227
H: 3.75887 -0.81245 -0.93539  0.410
H: 3.92205 1.01646 -1.18307  0.463
H: 4.01020 -0.21607 1.33091  0.394
H: 2.70703 0.72614 2.08694  0.391
H: 3.96304 1.42637 0.79433  0.419
H: 0.80168 -1.26344 -1.09055  -0.008
H: 0.00232 -0.82412 -2.59986  0.305
H: -0.76229 -1.95319 -1.59055  0.444
H: -5.07076 -1.79233 0.13350  0.277
H: -3.69880 2.11062 -0.67054  0.215
H: -3.24797 2.66858 0.62352  0.253
H: -2.52704 -0.97998 -0.77643  0.439


(2)
Computed, not measured: a structure of composition C11H20N3O5S2 in a non-equilibrium geometry, with ωB97M-V with the def2-TZVPD basis set.

Results
Net charge: -1
Orbital gap, eV: 8.4
HOMO, eV: -5.9455

Last column: Mulliken charge in e.
Atoms and positions in Å:
O: -2.71703 0.01221 -2.25896  -0.562
S: -1.80184 0.91709 -2.95432  0.946
O: -2.25198 1.01857 -4.33647  -0.733
N: -0.20835 0.45498 -3.02765  -0.434
S: 0.48697 0.21947 -1.53771  1.265
O: 1.59120 -0.71264 -1.73450  -0.789
O: -0.37735 -0.34587 -0.51694  -0.620
C: 1.26676 1.69963 -0.83639  -0.194
C: 0.23224 2.90111 -0.88459  0.016
C: -0.77956 2.94885 0.41165  -0.851
O: 0.43226 3.91205 0.05596  -0.425
H: -1.99279 2.17357 -2.43788  -0.044
H: 1.50121 1.58080 0.23653  -0.055
H: 2.12068 2.06238 -1.43464  0.354
H: -0.19913 3.17301 -1.87363  0.651
H: -1.63579 3.02702 -0.36132  0.095
H: -1.18110 3.80985 0.97620  0.437
C: 3.11833 3.01469 4.72802  -1.081
C: 2.91623 1.51854 4.51736  -0.443
C: 3.76969 0.95351 3.37922  -0.481
C: 3.41310 1.53155 2.08550  0.287
N: 3.13386 1.99149 1.07074  -0.469
H: 2.82218 3.58520 3.84620  0.315
H: 2.51302 3.36326 5.56633  0.314
H: 4.16428 3.24106 4.94896  0.296
H: 1.85957 1.31997 4.32578  0.322
H: 3.17579 0.99388 5.44031  0.311
H: 3.63518 -0.12906 3.33154  0.263
H: 4.82864 1.13200 3.58103  0.299
C: -1.90919 -3.19757 -2.10526  -1.029
C: -3.00006 -4.03593 -2.75842  -0.458
C: -3.76897 -4.90920 -1.76156  -0.448
C: -2.91750 -5.91416 -1.12352  0.287
N: -2.24567 -6.69905 -0.62084  -0.458
H: -1.14577 -3.82795 -1.64380  0.413
H: -1.41913 -2.57133 -2.84999  0.217
H: -2.32057 -2.53849 -1.34009  0.321
H: -2.55879 -4.66168 -3.53941  0.316
H: -3.70812 -3.36525 -3.25130  0.293
H: -4.58251 -5.41991 -2.28273  0.288
H: -4.22870 -4.28036 -0.99569  0.270


(3)
Computed, not measured: a structure of composition C11H20N3P2Tm in a non-equilibrium geometry, with ωB97M-V with the def2-TZVPD basis set.

Results
Net charge: 0
Multiplicity: 3
Orbital gap (spin up / spin down), eV: 4.7 / 5.2
HOMO (spin up / spin down), eV: -5.0661 / -5.6840

Last column: Mulliken charge in e.
Atoms and positions in Å:
C: -0.72995 0.21135 -4.24253  -0.515
C: -1.39649 1.45577 -4.45636  -0.748
C: -0.48304 2.47176 -4.09300  -0.177
C: 0.81477 1.94690 -3.86451  -0.760
C: 0.68371 0.52371 -3.90827  -0.544
Tm: -0.64691 -1.35858 -0.78386  0.307
P: -0.33405 -4.02225 -2.05315  -0.158
H: -1.19584 -0.77386 -4.35091  0.448
H: -2.45857 1.67249 -4.66284  0.342
H: -0.73310 3.51729 -3.98416  0.413
H: 1.48746 -0.19784 -3.72916  0.413
H: 1.68763 2.57130 -3.56300  0.355
H: 0.74243 -4.69418 -2.70680  0.111
H: -1.33041 -4.67854 -2.84756  0.117
H: -0.39344 -4.98558 -0.99691  0.107
C: 1.22912 0.33761 3.60870  -0.812
N: 1.09748 1.45759 2.64509  0.007
C: -0.31412 1.89013 2.55079  -0.798
N: -1.26622 0.76723 2.26595  -0.048
C: -1.09081 -0.33899 3.21708  -0.816
N: 0.31761 -0.81000 3.32760  -0.020
C: 0.73925 -1.56843 2.10479  -0.539
P: 0.80272 -0.27565 0.81589  0.233
C: 1.70851 1.11945 1.33873  -0.493
C: -1.08873 0.28403 0.78413  -0.077
H: 0.97309 0.72449 4.61438  0.290
H: 2.27160 -0.01744 3.57535  0.385
H: -0.42650 2.65586 1.76489  0.378
H: -0.60045 2.31641 3.53267  0.285
H: -1.74960 -1.17466 2.92644  0.369
H: -1.37958 0.03895 4.22001  0.285
H: 1.75223 -1.97503 2.25487  0.321
H: 0.06520 -2.42916 1.90849  0.342
H: 1.62830 1.94127 0.61266  0.355
H: 2.75866 0.81743 1.44038  0.354
H: -1.83881 -0.55878 0.59365  -0.123
H: -1.30315 1.13794 0.14049  0.410


(4)
Computed, not measured: a cluster of 2 separate species, C11H20NSi in total in a non-equilibrium geometry, with ωB97M-V with the def2-TZVPD basis set.

Results
Net charge: +1
Orbital gap (spin up / spin down), eV: 6.1 / 6.1
HOMO (spin up / spin down), eV: -11.8292 / -11.8299

Last column: Mulliken charge in e.
Atoms and positions in Å:
C: -2.62390 1.96985 1.34514  -0.245
C: -2.72338 0.60926 1.72036  -0.739
C: -1.72493 2.44720 0.43191  -0.693
C: -1.97340 -0.29068 1.02839  -0.249
C: -1.08995 1.50216 -0.37506  0.009
C: -1.06933 0.14514 0.03128  1.028
C: 0.93829 -0.95943 2.69362  -1.035
C: 2.35708 0.78171 1.71347  -0.983
C: 0.29597 -2.54683 -2.92408  -1.128
C: 0.51993 0.59945 -3.30547  -1.166
C: -0.35898 -0.82706 -0.59144  -0.485
N: 1.59000 -0.40318 1.54094  0.006
Si: 0.76772 -0.88181 -2.11637  0.554
H: -3.22887 2.66975 1.83635  0.446
H: -3.30256 0.36513 2.63260  0.357
H: -1.64043 3.58942 0.15254  0.328
H: -1.88811 -1.30086 1.46650  0.425
H: -0.53352 1.67263 -1.38628  -0.032
H: 0.57850 -0.15779 3.37722  0.300
H: 0.08834 -1.36811 2.32020  0.322
H: 1.58900 -1.59297 3.25904  0.389
H: 3.29890 0.71513 2.29932  0.371
H: 2.52595 1.37661 0.70985  0.228
H: 1.84078 1.51005 2.33118  0.327
H: -0.54745 -2.94834 -2.38275  0.356
H: 0.09944 -2.41894 -3.87948  0.422
H: 1.25023 -3.09083 -2.89878  0.318
H: 0.68545 0.21948 -4.26498  0.413
H: -0.56832 0.92752 -3.15152  0.418
H: 1.23174 1.46270 -3.22290  0.322
H: -0.41885 -1.82338 -0.06085  0.372
H: 2.08307 -1.06089 0.93714  0.208
H: 1.95156 -0.89208 -1.26709  -0.165


> What is the formula in the second record?

C11H20N3O5S2


> What is the formula in the second record?

C11H20N3O5S2